1.
{"formula": "C29H37N11OPbS", "method": "ωB97M-V/def2-TZVPD", "species": ["Pb", "C", "C", "N", "C", "C", "N", "C", "C", "N", "C", "C", "N", "C", "C", "C", "C", "C", "C", "C", "N", "H", "H", "H", "H", "H", "H", "H", "H", "H", "H", "H", "H", "H", "H", "H", "H", "H", "H", "H", "H", "H", "H", "H", "N", "C", "C", "C", "C", "C", "C", "N", "C", "C", "C", "S", "C", "N", "H", "H", "H", "H", "H", "H", "H", "C", "N", "C", "C", "O", "N", "C", "N", "H", "H", "H", "H", "H", "H", "H"], "positions_angstrom": [[1.1251, -0.4722, 1.1178], [-3.2218, -1.2541, -0.6575], [-1.7856, -1.0022, -0.3732], [-1.3084, -0.2609, 0.5489], [-2.0753, 0.5676, 1.4269], [-1.3218, 1.8847, 1.7523], [0.0349, 1.8979, 1.2532], [0.9274, 2.9053, 1.7857], [2.0441, 2.3010, 2.6766], [2.8733, 1.3360, 1.9850], [3.7751, 1.7938, 0.9369], [3.2770, 1.5519, -0.5125], [2.6237, 0.3009, -0.7466], [2.5303, -0.2948, -1.8712], [3.2781, 0.0129, -3.1209], [1.4070, -1.2592, -2.0321], [1.1743, -2.0341, -3.1701], [-0.0681, -2.6335, -3.3229], [-1.0814, -2.3605, -2.4132], [-0.7802, -1.5730, -1.3029], [0.4580, -1.1309, -1.1119], [-3.8801, -0.8880, 0.1252], [-3.3973, -2.3211, -0.7776], [-3.5022, -0.7755, -1.5959], [-2.2167, 0.0032, 2.3571], [-3.0657, 0.8011, 1.0315], [-1.3070, 2.0553, 2.8342], [-1.8875, 2.7251, 1.3254], [0.0414, 1.9117, 0.2167], [0.3944, 3.6265, 2.4120], [1.3941, 3.4407, 0.9593], [1.5987, 1.8000, 3.5395], [2.6244, 3.1608, 3.0347], [3.3735, 0.7664, 2.6586], [4.7356, 1.2882, 1.0450], [3.9590, 2.8694, 1.0284], [4.1395, 1.7151, -1.1658], [2.5093, 2.2986, -0.7522], [4.0672, 0.7438, -2.9731], [2.5954, 0.3911, -3.8842], [3.7295, -0.8971, -3.5185], [1.9192, -2.1555, -3.9380], [-0.2686, -3.2687, -4.1747], [-2.0776, -2.7340, -2.5853], [-0.5524, -4.0256, 3.4579], [-1.4053, -3.1901, 4.1373], [-2.4025, -3.4217, 5.0657], [-3.0475, -2.3034, 5.5919], [-2.6474, -0.9981, 5.2595], [-1.6261, -0.7602, 4.3690], [-0.9995, -1.8704, 3.7713], [0.0410, -1.9546, 2.9059], [0.2827, -3.2612, 2.7326], [1.3511, -3.7573, 1.9189], [1.8114, -5.0587, 1.8556], [3.1881, -5.1709, 0.8681], [3.0680, -3.4801, 0.5669], [2.0748, -2.8826, 1.1561], [-0.5637, -5.0347, 3.4864], [-2.6500, -4.4142, 5.4109], [-3.8526, -2.4425, 6.2965], [-3.1530, -0.1676, 5.7277], [-1.2639, 0.2372, 4.1788], [1.4188, -5.9207, 2.3606], [3.7714, -2.9656, -0.0626], [-1.9412, 4.2229, -5.2947], [-1.4626, 3.4047, -4.2216], [-0.5431, 3.8407, -3.2112], [-0.3740, 2.5522, -2.3860], [0.3466, 2.4459, -1.4011], [-1.1757, 1.6107, -2.8991], [-1.7853, 2.1143, -3.9830], [-2.6098, 1.4031, -4.7289], [-1.8046, 5.2760, -5.0520], [-3.0070, 4.0430, -5.4622], [-1.4087, 4.0129, -6.2314], [-0.9670, 4.6184, -2.5628], [0.3855, 4.2394, -3.6351], [-2.7727, 0.4348, -4.5040], [-3.0849, 1.7878, -5.5331]], "relative_energy_kcal_mol": 38.7, "gap_ev": [3.37, 4.40], "charge": 4, "largest_force_ha_per_bohr": 0.043, "e_homo_ha": [-0.6564, -0.6562]}

***

2.
{"formula": "C29H38CrN4OP2", "method": "ωB97M-V/def2-TZVPD", "species": ["Cr", "C", "C", "C", "C", "C", "C", "C", "C", "C", "H", "H", "H", "H", "H", "H", "H", "H", "H", "H", "H", "H", "H", "H", "H", "P", "P", "N", "N", "N", "N", "C", "C", "C", "C", "C", "C", "C", "C", "C", "C", "C", "C", "C", "C", "C", "C", "C", "C", "H", "H", "H", "H", "H", "H", "H", "H", "H", "H", "H", "H", "H", "H", "H", "H", "H", "H", "H", "H", "C", "C", "O", "H", "H", "H"], "positions_angstrom": [[0.1428, -0.5186, 3.9925], [-1.0450, 1.3916, 4.3834], [-1.4922, 0.6301, 3.2747], [-1.0184, 0.8847, 1.8770], [0.2082, 0.1706, 1.2642], [1.3501, 0.0060, 2.2087], [1.6622, 0.9255, 3.2517], [1.1290, 2.3360, 3.3703], [-0.0934, 2.5503, 4.2966], [1.3482, -1.2559, 5.4821], [-1.7157, 1.4417, 5.2493], [-2.4303, 0.0529, 3.3283], [-0.8906, 1.9752, 1.7854], [-1.8787, 0.5658, 1.2758], [-0.0554, -0.8161, 0.8456], [0.5105, 0.7562, 0.3787], [2.0649, -0.7911, 1.9238], [2.5788, 0.7420, 3.8533], [0.9263, 2.7650, 2.3783], [1.9538, 2.9360, 3.7894], [0.2609, 2.8106, 5.3150], [-0.6161, 3.4560, 3.9431], [1.3836, -0.6361, 6.3912], [2.3726, -1.3466, 5.0953], [0.9833, -2.2567, 5.7599], [1.6039, -1.0544, -1.9073], [-1.8797, -0.5379, -1.6666], [3.0413, -0.0885, -2.2137], [2.2217, -2.2855, -3.0628], [-2.0702, 1.2419, -1.8953], [-3.4665, -0.8919, -2.3111], [0.4969, -0.1607, -3.1086], [-0.8960, -0.8203, -3.2050], [3.7698, 0.4623, -1.1476], [4.7175, 1.3307, -1.6688], [4.5907, 1.3089, -3.0938], [3.5628, 0.4320, -3.4025], [2.3624, -3.6237, -2.6625], [2.7860, -4.3792, -3.7587], [2.8464, -3.4969, -4.8814], [2.5036, -2.2325, -4.4273], [-1.7051, 2.0744, -0.8366], [-1.8170, 3.3992, -1.1889], [-2.1080, 3.4121, -2.5883], [-2.2369, 2.0815, -2.9964], [-4.2495, -0.2295, -3.2694], [-5.2324, -1.0965, -3.7305], [-5.0613, -2.3408, -3.0359], [-3.9886, -2.1944, -2.1695], [0.9771, -0.1699, -4.0977], [0.4225, 0.8839, -2.7638], [-1.4489, -0.4237, -4.0784], [-0.7821, -1.9149, -3.3389], [3.5054, 0.1933, -0.1334], [5.4060, 1.9452, -1.1104], [5.1443, 1.8692, -3.8283], [3.1833, 0.1828, -4.3769], [2.1235, -3.9136, -1.6477], [3.0355, -5.4322, -3.7710], [3.0806, -3.7355, -5.9126], [2.4187, -1.3366, -5.0212], [-1.3372, 1.6616, 0.0618], [-1.7119, 4.2338, -0.5033], [-2.1840, 4.2931, -3.2051], [-2.4449, 1.6793, -3.9736], [-4.1004, 0.7999, -3.5247], [-5.9761, -0.8651, -4.4744], [-5.6539, -3.2274, -3.1894], [-3.5399, -2.8763, -1.4663], [-1.1027, -0.1834, 6.9587], [-1.1689, -0.9427, 5.6616], [-1.9876, -1.8052, 5.3917], [-0.2835, 0.5406, 7.0001], [-0.9565, -0.9013, 7.7753], [-2.0497, 0.3597, 7.0827]], "relative_energy_kcal_mol": 22.7, "gap_ev": [7.05, 6.59], "largest_force_ha_per_bohr": 0.069, "spin_multiplicity": 5, "s2": 6.101, "e_homo_ha": [-0.2549, -0.2551]}